Molecular formula: C50H136O28
Method: DFT, ωB97M-V with the def2-TZVPD basis set

The highest occupied orbital energy comes out at -0.32896 Ha. Its orbital gap is 9.5 eV. Its spin multiplicity is 1. Its total energy is -4092.77619 Eh. Its net charge is 0.

Last column: Mulliken charge in e.
Atoms and positions in Å:
C: -2.6237 1.2736 -6.1269  -0.4185
C: -2.4197 2.7516 -5.7431  -0.6864
C: -1.2000 2.7986 -4.8626  0.3793
O: -0.3610 1.8607 -5.5465  -0.4851
C: -1.1996 0.7105 -5.9139  0.1926
H: -3.0793 1.1171 -7.1047  0.3486
H: -3.2975 0.7640 -5.4382  0.0036
H: -3.3352 3.1858 -5.3413  0.3528
H: -2.2911 3.4067 -6.6047  0.3455
H: -1.2937 2.4587 -3.8312  -0.1281
H: -0.6395 3.7321 -4.8131  -0.0045
H: -1.1452 -0.0434 -5.1286  -0.3945
H: -0.8349 0.1674 -6.7857  0.4722
C: -3.1891 -3.9479 5.8281  -0.8049
C: -1.7425 -3.9273 5.4383  -0.5394
C: -1.7065 -3.5066 3.9936  0.1961
O: -3.0631 -3.0553 3.6994  -0.2437
C: -3.8070 -2.8629 4.9079  -0.2553
H: -3.4876 -3.8518 6.8720  0.4623
H: -3.6518 -4.8838 5.5149  0.2713
H: -1.1662 -4.8390 5.5958  0.4367
H: -1.3427 -3.0798 5.9950  0.1258
H: -1.5255 -4.3877 3.3780  0.2748
H: -0.9477 -2.7321 3.8815  -0.3338
H: -4.8743 -2.8796 4.6872  0.4359
H: -3.6503 -1.8770 5.3456  -0.0328
C: 2.7171 2.6162 3.0133  -0.8254
O: 1.5760 2.0760 2.3863  0.6221
H: 2.4331 3.3487 3.7689  0.2674
H: 3.2477 1.8285 3.5482  0.1997
H: 3.4678 2.9933 2.3189  0.1863
H: 0.9358 1.7839 3.0393  -0.1461
C: 2.5483 -4.7916 -2.3114  -1.0183
O: 2.5365 -3.3694 -2.2709  0.3336
H: 3.3704 -5.1466 -2.9329  0.3967
H: 2.5538 -5.3155 -1.3556  0.2188
H: 1.6260 -5.1556 -2.7642  0.2335
H: 2.8063 -3.0042 -3.1167  -0.1247
C: 0.2443 0.3137 5.1883  -0.2828
O: -0.3463 1.0494 4.1213  -0.4257
H: 1.3337 0.3199 5.1518  0.1783
H: -0.0138 0.6752 6.1837  0.3651
H: -0.1480 -0.6998 5.1045  -0.1073
H: -1.2859 1.2280 4.2043  0.2110
C: 0.7588 5.2975 1.1169  -1.0916
O: 0.6177 4.0224 0.5257  0.9664
H: 1.7872 5.6483 1.0300  0.2131
H: 0.0989 5.9964 0.6029  0.3183
H: 0.4109 5.3264 2.1494  0.2997
H: 1.0277 3.3596 1.0862  -0.3233
C: -0.5340 6.1366 -2.1455  -0.6001
O: -0.6337 4.7736 -2.0456  0.0220
H: -0.6805 6.4759 -3.1710  0.3407
H: -1.2685 6.5789 -1.4724  0.0173
H: 0.4207 6.5564 -1.8287  0.1187
H: -0.1640 4.4433 -1.2762  0.0438
C: -1.1509 -3.1784 -3.7346  0.3181
O: -2.2159 -2.4785 -4.4247  -0.6449
H: -1.0647 -4.2276 -4.0173  0.4106
H: -0.2121 -2.6482 -3.8943  -0.3837
H: -1.2713 -3.3576 -2.6662  -0.1556
H: -2.3922 -1.6949 -3.8989  0.2722
C: 0.2062 -3.8515 0.3867  -0.4208
O: 0.6395 -2.7850 -0.3773  1.0935
H: -0.4907 -4.4475 -0.2026  0.2769
H: 0.9701 -4.5693 0.6856  0.0480
H: -0.3497 -3.5050 1.2579  -0.0727
H: 1.2981 -2.9846 -1.0465  -0.6950
C: -0.0548 0.5488 0.2808  0.2311
O: -0.7312 -0.3519 -0.6120  1.0554
H: -0.0547 0.2892 1.3395  0.1258
H: 0.9570 0.7130 -0.0900  -0.5350
H: -0.5399 1.5210 0.1945  -0.3209
H: -0.3113 -1.2078 -0.4989  -0.5934
C: -4.0915 1.3922 5.3845  -0.8212
O: -3.1459 1.6932 4.3944  -0.3832
H: -4.7769 2.2222 5.5565  0.2555
H: -4.7099 0.5795 5.0037  0.2766
H: -3.6553 1.1466 6.3527  0.3162
H: -3.6663 1.9543 3.6311  0.2444
C: -3.6658 0.3881 -2.2392  -0.5788
O: -2.5268 -0.2389 -2.7294  0.6838
H: -3.4664 1.3822 -1.8392  0.1480
H: -4.3553 0.4214 -3.0828  0.3939
H: -4.0375 -0.2223 -1.4162  -0.1049
H: -1.8204 -0.1124 -2.0919  -0.1940
C: 4.9882 3.8911 -0.7507  -0.6761
O: 4.8734 2.5149 -0.5160  -0.4880
C: 3.6880 1.9465 -0.9548  0.3573
C: 3.6166 0.5149 -0.4554  0.8077
O: 4.7318 -0.1740 -0.8955  -0.5401
C: 4.8415 -1.4375 -0.3232  -0.6988
H: 5.2427 4.0831 -1.7930  0.3573
H: 5.8504 4.3465 -0.2634  0.4110
H: 4.1250 4.4755 -0.4320  0.0552
H: 3.6024 2.0106 -2.0395  0.3866
H: 2.8982 2.5417 -0.4965  -0.3626
H: 2.7548 -0.0102 -0.8673  -0.3705
H: 3.4411 0.5480 0.6199  -0.2091
H: 5.6645 -1.9932 -0.7725  0.5725
H: 3.9915 -2.0292 -0.6631  0.1488
H: 5.0255 -1.4333 0.7512  0.2774
C: 4.0408 -4.4558 0.9774  -0.2997
O: 4.0696 -5.8934 0.9161  -0.3657
C: 5.2365 -6.5111 1.4613  -0.2204
C: 5.3630 -7.9172 1.0424  -0.7435
O: 4.2263 -8.6650 1.5159  -0.2826
C: 4.4259 -10.0563 1.4422  -0.7847
H: 4.1370 -4.1099 2.0066  0.4337
H: 3.0554 -4.0841 0.6966  -0.3962
H: 4.8289 -4.0227 0.3614  0.3008
H: 5.1214 -6.6042 2.5412  0.1851
H: 6.1482 -5.9760 1.1957  0.3372
H: 6.2772 -8.3667 1.4302  0.4342
H: 5.4163 -7.9860 -0.0441  0.3418
H: 5.1998 -10.2507 2.1848  0.3196
H: 4.7678 -10.4969 0.5057  0.3017
H: 3.4990 -10.5797 1.6766  0.2440
C: 7.0938 -4.1533 4.0201  -0.8558
O: 6.3315 -3.0991 3.4901  -0.2375
C: 5.4166 -2.5357 4.4139  -0.8815
C: 4.4387 -1.5376 3.8189  -0.3471
O: 3.3271 -2.1786 3.2327  -0.3280
C: 2.3487 -1.3543 2.6065  1.6655
H: 6.5191 -4.9237 4.5341  0.3544
H: 7.9073 -3.8520 4.6800  0.3463
H: 7.5093 -4.7068 3.1780  0.2374
H: 5.9869 -2.0765 5.2214  0.5052
H: 4.8318 -3.3214 4.8921  0.3044
H: 4.9541 -0.9526 3.0571  0.2260
H: 4.1126 -0.8206 4.5723  0.3407
H: 2.1300 -0.3895 3.0643  -0.3413
H: 1.3923 -1.8733 2.5422  -0.2006
H: 2.7082 -1.0791 1.6150  -0.8355
C: -4.2575 0.2397 1.9103  -0.7000
O: -4.7654 1.5617 2.0966  0.0473
C: -5.5670 1.9941 0.9870  0.0754
C: -6.5358 2.9936 1.5016  -0.6645
O: -7.4110 2.4911 2.5077  -0.4513
C: -8.6704 2.0110 2.0057  -0.7114
H: -5.0041 -0.4356 1.4923  0.4091
H: -3.9629 -0.2585 2.8339  0.0203
H: -3.4326 0.2115 1.1983  0.2043
H: -6.1184 1.1465 0.5799  0.5188
H: -4.9868 2.4216 0.1692  -0.1218
H: -7.1592 3.4868 0.7558  0.4572
H: -6.0696 3.8386 2.0084  0.0393
H: -9.2745 1.6456 2.8361  0.2628
H: -8.4968 1.1544 1.3543  0.2859
H: -9.1768 2.8134 1.4692  0.2902
C: 2.8400 4.7792 -3.5588  -0.2957
O: 3.7930 5.8146 -3.4408  -0.4187
C: 3.3701 6.9041 -2.6102  0.0673
C: 4.5164 7.8983 -2.4108  -0.8215
O: 5.6322 7.3267 -1.8279  -0.2296
C: 6.6849 8.1885 -1.4082  -0.8522
H: 3.0303 4.0529 -4.3490  0.3009
H: 1.9141 5.2927 -3.8178  0.3048
H: 2.6729 4.1973 -2.6523  -0.0368
H: 3.0979 6.5068 -1.6324  -0.1091
H: 2.4888 7.4351 -2.9700  0.4374
H: 4.2896 8.7222 -1.7342  0.4305
H: 4.7251 8.2845 -3.4084  0.3113
H: 7.6194 7.6332 -1.3284  0.2438
H: 6.4994 8.5992 -0.4157  0.3202
H: 6.8657 9.0140 -2.0967  0.3444
C: -2.6862 4.0114 1.0146  -0.8652
O: -3.8425 4.8109 1.0315  -0.1385
C: -3.7997 6.0318 0.2639  -0.3330
C: -5.1314 6.7679 0.3919  -0.8042
O: -6.2047 6.0004 -0.1031  -0.2800
C: -7.5203 6.5208 0.2177  -0.8476
H: -2.8207 3.0296 1.4684  0.0370
H: -1.8465 4.5270 1.4806  0.5311
H: -2.3278 3.7418 0.0211  0.2734
H: -3.6599 5.7523 -0.7804  0.2355
H: -2.9206 6.6297 0.5041  0.3422
H: -5.0517 7.7498 -0.0746  0.4187
H: -5.2553 6.9090 1.4656  0.3395
H: -7.6682 7.5729 -0.0258  0.3413
H: -7.6448 6.3295 1.2835  0.3595
H: -8.2572 5.9430 -0.3401  0.2396
C: 1.9387 -0.4659 -3.7094  -0.9342
O: 3.1414 -1.1355 -3.4777  0.4117
C: 4.0046 -1.2148 -4.6432  -0.7057
C: 3.5006 -2.2184 -5.7581  -0.8404
O: 3.2178 -3.4418 -5.0913  -0.3454
C: 2.1577 -4.2679 -5.6951  -0.7531
H: 1.3031 -0.8122 -4.5244  0.2536
H: 2.1510 0.5955 -3.8378  0.3588
H: 1.4301 -0.6243 -2.7585  -0.2212
H: 4.9472 -1.5721 -4.2284  0.3014
H: 4.1354 -0.1774 -4.9510  0.4269
H: 4.2641 -2.3935 -6.5161  0.4579
H: 2.6664 -1.7960 -6.3182  0.3459
H: 1.2349 -3.6967 -5.7960  0.2531
H: 2.0343 -5.1955 -5.1360  0.2481
H: 2.4335 -4.6116 -6.6921  0.3895
C: -7.1599 -4.2364 1.2226  -0.7916
O: -6.1002 -4.0129 0.3047  -0.3410
C: -4.7864 -4.0443 0.9487  -0.3104
C: -3.6497 -3.6571 -0.0202  0.4903
O: -3.3526 -4.5531 -1.0484  -0.3402
C: -4.4482 -4.9861 -1.8479  -0.8189
H: -7.2407 -5.2729 1.5501  0.3152
H: -8.0752 -3.9500 0.7047  0.2855
H: -7.0912 -3.6138 2.1146  0.2605
H: -4.5927 -5.0312 1.3690  0.4567
H: -4.8125 -3.3814 1.8135  0.1799
H: -2.7161 -3.5611 0.5341  -0.2060
H: -3.8513 -2.6732 -0.4437  -0.1423
H: -5.1439 -5.6814 -1.3781  0.3012
H: -4.0709 -5.5534 -2.6987  0.2579
H: -5.0217 -4.1300 -2.2035  0.3381

Force components x, y, z for each atom (eV/Å):
C 0.4232 -0.0146 0.7574
C -1.6663 0.8745 -0.0994
C 0.7883 -0.8519 -0.3991
O 0.1260 -1.3080 -0.6313
C 0.2274 0.4118 0.0987
H 0.4677 0.1623 -0.1804
H -0.0437 0.1834 0.2250
H -0.0509 -0.1671 0.6329
H 0.5576 -0.3203 -0.3234
H -0.6416 -0.0196 0.1501
H -0.2695 0.1349 -0.2385
H -0.2964 0.2168 0.3693
H 0.4595 0.6324 -0.2709
C -2.2354 -0.6892 -0.6988
C 0.5060 0.9195 1.0583
C -1.4219 -0.4050 0.0320
O 0.4041 0.5316 -0.3520
C 1.2553 -0.3459 0.3070
H 0.5633 0.2969 0.1076
H 0.0007 -0.2586 -0.0868
H -0.1399 0.1273 0.3309
H 0.6597 -0.2840 0.3609
H 0.1526 0.3296 -0.4199
H -0.1786 0.1085 -0.5890
H 0.0529 -0.6359 -0.0719
H 0.3923 0.3780 -0.0427
C 0.2611 -0.6072 0.9474
O 0.5591 0.5139 -1.2719
H 0.1327 0.3834 -0.1524
H 0.1304 -0.2401 0.2073
H -0.5117 0.2513 -0.3620
H -0.5933 -0.1486 0.5142
C -0.4520 -0.2824 -0.9420
O -0.2163 -0.9824 1.5643
H 0.1479 -0.0746 0.1645
H 0.4816 0.7149 0.3917
H -0.2260 -0.0216 -0.3333
H 0.1249 0.2175 -0.4209
C -1.1266 -0.3176 0.0684
O 1.6288 0.3835 -0.2613
H -0.1042 0.0585 -0.5152
H -0.2300 0.3160 -0.0074
H 0.4190 -0.3395 0.2401
H -0.6449 -0.0568 0.5126
C -0.2156 0.1016 -0.0481
O -0.3667 0.4622 -0.5750
H 0.0772 0.1686 0.1749
H 0.0983 -0.0247 -0.2776
H 0.2549 -0.1989 0.2602
H 0.1392 -0.5558 0.4547
C 0.0199 1.3265 0.5211
O 0.0274 -1.5367 -0.6481
H -0.2785 -0.1563 -0.0214
H -0.3427 0.5564 -0.1848
H 0.4003 -0.1810 0.0170
H 0.2023 -0.1283 0.3788
C -0.3039 0.0943 -0.0822
O 0.8437 -1.4290 0.4531
H -0.1048 0.1494 -1.0522
H 0.2250 -0.1743 0.0116
H -0.5057 0.8856 0.3711
H -0.1570 0.4519 0.3582
C -0.7811 -1.3733 -0.3045
O -0.0936 1.6724 0.5228
H -0.3689 -0.2086 -0.0250
H 0.3868 0.2805 0.2514
H 0.2395 0.2052 0.0819
H 0.5446 -0.3996 -0.5560
C -0.1204 0.6097 -0.9784
O -0.1567 0.7871 0.8088
H -0.0646 -0.4794 -0.0961
H 0.1454 -0.1204 0.3483
H -0.2025 -0.0005 0.0172
H 0.2747 -0.8118 -0.1553
C -1.0110 -0.1210 0.0599
O 0.9512 0.2764 0.3796
H 0.0246 0.2402 0.0126
H -0.1484 -0.3597 0.4153
H 0.3661 -0.1450 -0.2938
H -0.0684 0.1798 -0.6130
C -0.3651 -0.2934 0.2229
O 0.8147 -0.0309 -0.8794
H 0.0019 0.2626 -0.2008
H -0.3450 0.1973 0.3555
H -0.6487 0.0639 0.0850
H 0.5804 -0.2292 0.4612
C 0.6829 0.3938 -0.6386
O 1.3130 0.2192 0.9242
C -0.3951 0.0199 0.1574
C -0.6553 0.4674 -0.6492
O 1.3486 0.4421 0.2914
C 0.0307 -0.9143 -0.8519
H -0.6166 0.1055 -0.4026
H 0.0739 -0.5830 0.6128
H -0.4110 -0.0866 -0.1074
H -0.0237 -0.1115 -0.2949
H -0.7510 -0.1433 -0.1634
H -0.5435 0.1766 -0.1428
H 0.5875 -0.1436 0.3944
H 0.4241 0.4339 -0.1122
H -0.5250 -0.1946 0.6707
H -0.3740 0.0761 0.2110
C 0.1731 -0.6793 0.8336
O 0.1834 0.0948 -0.3988
C -0.9090 0.7935 0.5987
C -0.9785 -1.3755 -0.8455
O 0.1930 0.4989 -0.8785
C 0.3376 -0.0451 0.7354
H 0.3850 -0.0304 0.0977
H 0.1142 -0.3276 -0.4902
H -0.0280 0.0470 -0.0944
H 0.1569 0.6851 0.4317
H 0.0952 0.2274 0.0393
H 0.2477 0.1021 0.2747
H -0.0723 -0.1196 -0.2860
H 0.0376 -0.7473 0.1916
H 0.0936 0.5760 -0.5274
H 0.0067 0.2634 0.2888
C 0.0909 -0.6986 -0.4824
O -0.4900 0.1887 -0.1819
C -0.1272 -0.2784 0.4685
C 0.2902 0.2783 -0.8410
O -0.6164 -0.3910 0.5479
C 0.5570 0.3000 -0.4460
H -0.5293 0.2061 0.3236
H 0.0273 0.3697 0.0768
H 0.2610 0.3071 -0.1334
H 0.0607 0.4049 0.1188
H -0.1790 -0.3128 -0.0044
H 0.2570 0.1947 -0.1880
H -0.0756 -0.0295 0.3803
H 0.3161 0.0091 0.6970
H 0.2579 -0.3334 -0.0597
H -0.2348 -0.2655 -0.2450
C -0.1757 -0.4668 -0.4958
O 0.1157 -0.7296 -0.3131
C -0.0632 -0.2505 0.2879
C -1.1471 1.4119 1.1604
O -0.8613 -0.6691 0.1163
C 1.1808 -0.0375 0.2095
H -0.4398 0.1425 -0.1374
H 0.1864 0.6292 0.2251
H 0.3187 0.1813 0.0428
H 0.0037 -0.2827 0.0119
H 0.3396 0.0764 0.0713
H 0.2318 -0.2830 -0.6859
H 0.6652 -0.1677 -0.1902
H 0.1136 0.2928 0.0980
H -0.1352 -0.0329 -0.3300
H -0.2144 -0.0304 -0.0798
C -1.0737 0.7301 -0.0266
O 0.5993 0.5160 0.0597
C 0.8215 -0.8237 0.8924
C -0.2285 0.4221 -0.3893
O 1.5038 -1.4204 0.3263
C -0.3378 -0.0652 -0.1386
H 0.6617 0.4022 -0.1316
H -0.5567 -0.4103 -0.0260
H 0.1458 0.1956 0.3929
H -0.1203 -0.2043 0.2962
H -0.0682 0.0178 -0.5052
H -1.1005 0.3395 -0.2827
H 0.3695 0.3345 -0.1905
H -0.2243 -0.3141 -0.1816
H -0.3010 0.1565 0.1264
H -0.1621 0.0758 -0.2092
C 0.8411 0.1620 -0.5521
O -0.6062 0.4622 0.1156
C -0.2908 -1.5931 -0.7567
C 0.4808 -0.4390 1.0688
O -0.5448 0.4012 -0.7461
C 1.1626 -0.8097 0.2010
H -0.5643 0.3511 0.5299
H 0.0744 -0.0072 0.2933
H -0.1897 0.3716 -0.5833
H 0.0119 -0.0954 -0.3465
H -0.1340 0.3627 0.4997
H -0.0593 0.1204 -0.2384
H -0.2729 0.2866 0.3249
H 0.3051 0.1285 0.0222
H -0.4074 0.3252 0.1613
H 0.2115 -0.0884 -0.0153
C -0.2082 0.5034 1.0144
O 1.0503 -1.1162 -1.7414
C -0.6120 -0.4410 0.6480
C 0.3148 0.7009 0.9675
O -1.2870 -0.8070 -0.4482
C 1.0769 0.6871 -0.2192
H 0.1904 -0.2842 -0.1935
H -0.2563 0.2602 -0.1627
H -0.5713 0.3187 -0.1561
H 0.0330 -0.0644 -0.1684
H 0.1301 -0.0945 -0.7442
H 0.3980 0.1491 0.0781
H -0.5163 -0.1437 0.2830
H -0.0907 -0.0457 0.3148
H -0.0120 0.4698 0.4700
H 0.3027 0.2700 -0.2400
C 0.0592 0.2938 -0.4746
O 0.9689 0.0493 0.7719
C -0.5688 -0.1158 -0.5621
C -0.6885 0.2947 0.4236
O -0.2447 -1.1413 -0.3040
C -0.0113 0.0153 -0.3689
H 0.1365 -0.2281 -0.0722
H -0.0146 -0.1439 -0.0084
H 0.2368 0.2032 0.1428
H -0.0492 -0.3874 -0.1422
H 0.2091 0.3709 -0.0611
H -0.1274 -0.0003 0.2944
H -0.2775 0.2956 -0.1134
H 0.0723 0.1774 0.6331
H 0.4293 0.3528 -0.0475
H -0.0468 0.0670 -0.0979